The following is a quantum chemistry calculation of a molecular structure, C3H5MgO3 at a distorted geometry, from the OMol25 dataset.

Calculated values
Kohn-Sham gap: 6.5 eV
ΔE to the lowest compared entry with this formula, charge and spin: 208.2 kJ/mol
lowest unoccupied orbital energy: -6.7773 eV
HOMO level: -13.320 eV

The geometry in ORCA input format:
```
! RIJCOSX wB97M-V def2-TZVPD def2/J DEFGRID3
* xyz 1 1
H -1.96 1.52 0.50
O 0.08 0.73 1.13
C -0.96 0.81 0.23
C 1.00 -0.28 0.72
O -2.07 0.02 0.54
O -0.43 0.17 -1.02
C 0.95 -0.16 -0.79
H 0.68 -1.27 1.06
H 1.98 -0.05 1.14
H 1.20 -1.09 -1.32
H 1.58 0.66 -1.16
Mg -2.04 -1.07 -1.03
*
```

Partial charges, Löwdin, in e: 0.26 -0.01 -0.47 -0.13 -0.26 -0.18 -0.12 0.13 0.15 0.14 0.15 1.34

---

The following is a quantum chemistry calculation of a molecular structure, C3H5MnO4 at a distorted geometry, from the OMol25 dataset.

Calculated values
Kohn-Sham gap (spin up / spin down): 7.1 / 9.3 eV
ΔE to the lowest compared entry with this formula, charge and spin: 146.6 kJ/mol
lowest unoccupied orbital energy (spin up / spin down): 0.4609 / 0.0674 eV
HOMO level (spin up / spin down): -6.610 / -9.265 eV

The geometry in ORCA input format:
```
! RIJCOSX wB97M-V def2-TZVPD def2/J DEFGRID3
* xyz 0 7
O -2.39 -0.27 0.45
C -1.66 0.61 0.07
O -0.35 0.53 -0.03
O -2.07 1.78 -0.43
H -3.04 1.81 -0.45
C 1.82 -0.72 -0.14
O 2.32 0.47 0.23
C 0.35 -0.93 0.14
H 2.38 -1.60 0.23
H 1.35 -0.84 -1.27
H 0.20 -1.08 1.22
H -0.13 -1.76 -0.38
Mn 1.22 2.02 0.36
*
```

Partial charges, Löwdin, in e: 0.13 -0.68 -0.16 0.12 0.14 -0.41 -0.43 -0.08 0.13 0.15 0.12 0.13 0.82